# 1
The following is a DFT calculation (ωB97M-V/def2-TZVPD) of 3 unconnected molecules or ions with the total composition C5H11N3O at a distorted geometry.

Net charge = 0
2S+1 = 1
HOMO-LUMO gap (spin up / spin down) = 7.790 / 7.609 eV
HOMO level (spin up / spin down) = -0.2589 / -0.2512 Eh
ΔE to the lowest compared entry with this formula, charge and spin = 196.0 kcal per mole

Each line ends with the natural charge from an NBO analysis.
Atoms and positions in Å:
C: 1.197562 2.301662 -0.304225  -0.476
C: -2.179996 0.487616 -0.026189  -0.684
N: 0.469473 1.616757 0.732930  -0.146
C: 0.319252 -0.456014 -0.188414  0.237
C: -0.866089 -0.117345 -0.155865  0.141
N: 1.496359 -1.046826 -0.137676  -0.818
C: -0.872490 -3.156384 -0.558891  -0.175
O: 1.472058 1.189514 1.668283  -0.633
N: -1.412145 -2.081366 -0.882407  -0.367
H: 0.975495 1.114891 2.492332  0.474
H: 2.164694 -0.853267 -0.870984  0.399
H: 1.911845 -1.066851 0.789839  0.409
H: 1.980935 1.677781 -0.767520  0.166
H: 0.479366 2.591669 -1.071973  0.207
H: 1.689688 3.199908 0.091588  0.204
H: -2.815589 0.206891 -0.866582  0.252
H: -2.668065 0.137164 0.884248  0.241
H: -2.111906 1.575712 -0.014070  0.242
H: 0.044590 -3.191263 0.068277  0.153
H: -1.275037 -4.130250 -0.882703  0.175

Cartesian forces, eV/Å:
0.193 -0.172 -0.108
-0.179 0.191 -0.266
0.716 0.692 0.927
-1.813 1.031 0.184
1.326 -1.312 -0.265
0.865 -0.424 0.177
0.567 0.372 0.444
-0.348 0.249 -0.298
-1.093 -0.732 -0.543
-0.002 -0.016 -0.094
-0.147 0.020 0.022
-0.008 0.146 -0.233
-0.064 0.074 0.055
0.022 -0.001 0.016
-0.091 -0.084 -0.002
0.108 -0.174 -0.004
0.066 0.056 0.010
0.106 -0.021 0.186
-0.232 -0.092 -0.171
0.008 0.196 -0.036

# 2
The following is a DFT calculation (ωB97M-V/def2-TZVPD) of 2 unconnected molecules or ions with the total composition C5H11N3O at a distorted geometry.

Net charge = 0
2S+1 = 1
HOMO-LUMO gap = 9.226 eV
HOMO level = -0.3326 Eh
ΔE to the lowest compared entry with this formula, charge and spin = 107.0 kcal per mole

Each line ends with the natural charge from an NBO analysis.
Atoms and positions in Å:
H: 2.835763 -1.112238 0.735211  0.338
N: 2.093121 -0.570795 0.302524  -0.816
C: 0.909666 -0.946230 0.609786  0.473
N: 0.612247 -1.924162 1.546652  -0.850
C: -0.091165 0.546642 0.868302  0.104
O: 0.790825 1.574382 1.112705  -0.734
C: -1.119417 0.856718 -0.123132  -0.354
C: -0.887687 2.014925 -1.077505  -0.613
H: -0.311619 -2.324119 1.494933  0.380
H: 1.325871 -2.623845 1.700494  0.377
H: -0.520462 0.208015 1.814479  0.176
H: 1.685344 1.233872 0.857352  0.507
H: -2.116233 0.834930 0.318048  0.216
H: -1.129780 -0.118281 -0.892813  0.171
H: -1.009919 2.965082 -0.553894  0.223
H: -1.632674 2.011740 -1.874291  0.203
H: 0.124568 1.954332 -1.473692  0.222
C: -0.668941 -1.356960 -1.667660  0.029
N: 0.159350 -1.906223 -1.026431  -0.303
H: -1.048856 -1.317786 -2.671066  0.250

Cartesian forces, eV/Å:
-0.014 -0.361 -0.290
-0.144 0.203 0.229
0.702 2.761 2.129
-0.129 -0.027 0.111
0.809 -2.368 0.614
0.851 0.023 -0.442
-0.799 -1.518 -2.306
-0.150 0.229 0.582
0.007 0.023 -0.009
-0.044 0.038 -0.216
-0.167 0.086 -0.067
-0.416 -0.033 0.031
-0.045 0.088 -0.129
-0.447 1.911 1.548
0.232 0.017 -0.023
0.137 -0.136 -0.105
-0.074 0.150 -0.149
2.477 -2.064 0.175
-2.139 0.521 -1.831
-0.647 0.455 0.147

# 3
The following is a DFT calculation (ωB97M-V/def2-TZVPD) of 2 unconnected molecules or ions with the total composition C5H11N3O.

Net charge = 0
2S+1 = 1
HOMO-LUMO gap = 9.515 eV
HOMO level = -0.3240 Eh
ΔE to the lowest compared entry with this formula, charge and spin = 8.3 kcal per mole

Each line ends with the natural charge from an NBO analysis.
Atoms and positions in Å:
N: 1.067738 -1.674842 -1.527366  -0.841
C: 1.895788 -0.818044 -0.689726  -0.209
C: 1.468537 0.641360 -0.852186  -0.441
C: 0.084005 0.893279 -0.347161  0.086
C: -1.114340 1.009685 -0.992216  -0.117
N: -2.138332 1.196961 -0.093910  -0.452
C: -1.575109 1.192263 1.081068  0.150
N: -0.230185 1.000241 0.987337  -0.538
H: 1.210865 -2.652650 -1.302458  0.363
H: 0.084659 -1.474208 -1.373905  0.355
H: 1.880232 -1.088601 0.371816  0.169
H: 2.930573 -0.913242 -1.019004  0.191
H: 2.189377 1.286563 -0.345893  0.217
H: 1.476130 0.889250 -1.912116  0.233
H: -1.297016 0.980400 -2.052145  0.212
H: -2.092842 1.322508 2.015854  0.199
H: 0.443033 0.956116 1.736920  0.424
O: -0.133104 -2.049685 1.918290  -0.951
H: -0.865770 -2.594842 2.245947  0.476
H: -0.502145 -1.459596 1.253784  0.475

Cartesian forces, eV/Å:
-0.081 -0.087 0.003
0.087 0.057 -0.052
-0.173 -0.126 0.065
0.077 -0.024 -0.180
0.000 0.027 0.049
-0.117 -0.008 -0.062
-0.042 -0.017 0.017
0.281 0.023 0.135
0.002 0.074 -0.019
0.023 -0.019 0.012
-0.080 -0.023 0.103
0.069 -0.001 -0.035
-0.018 0.057 -0.005
0.094 0.044 -0.068
0.021 -0.001 -0.078
0.072 -0.007 0.102
-0.200 0.009 0.025
-0.100 -0.275 0.248
0.268 0.325 -0.251
-0.184 -0.027 -0.009